[1]
15
Properties=species:S:1:pos:R:3:forces:R:3:lowdin_charge:R:1 method="wB97M-V/def2-TZVPD" spin_multiplicity=1 fmax_ev_per_a=5.4 relative_energy_kcal_mol=77.08 mol_weight_g_mol=109.13 total_charge=0 e_tot_ev=-9766.0451
H 2.612 -1.725 0.017 0.90 -0.18 0.03 0.06
N 2.757 -0.733 0.237 -0.78 -1.21 -0.23 0.18
C 1.595 -0.284 0.056 1.29 2.39 1.13 -0.40
C 0.320 -0.862 -0.367 0.38 -2.26 -0.16 -0.03
C -0.524 0.136 -0.439 -3.55 0.12 0.80 -0.17
C -2.146 -0.097 -0.500 2.55 1.31 -4.52 -0.25
N -2.762 -0.369 0.758 -0.52 2.57 -0.96 0.02
C 0.243 1.357 -0.083 -2.74 0.21 -1.56 -0.17
N 1.411 1.210 0.268 2.88 -2.67 0.17 0.14
H 0.083 -1.950 -0.518 0.50 1.29 0.20 0.14
H -2.118 -0.990 -1.250 -0.94 1.43 1.42 0.13
H -2.574 0.842 -1.059 0.45 -1.89 1.13 0.13
H -2.260 -1.144 1.013 1.08 -2.53 1.75 0.03
H -2.421 0.410 1.327 -0.50 -0.41 0.49 0.09
H -0.092 2.299 -0.378 -1.03 1.81 0.29 0.10

=====

[2]
15
Properties=species:S:1:pos:R:3:forces:R:3:lowdin_charge:R:1 method="wB97M-V/def2-TZVPD" spin_multiplicity=1 fmax_ev_per_a=2.6 relative_energy_kcal_mol=98.69 mol_weight_g_mol=109.13 total_charge=0 e_tot_ev=-9765.1080
C 0.705 -0.160 -0.701 0.99 -0.90 -0.59 -0.38
C -0.797 0.420 1.354 -1.14 0.81 -0.08 -0.09
C -1.756 1.120 0.702 0.34 -0.65 0.90 -0.10
C 1.032 -1.602 -0.399 0.09 -0.10 0.10 -0.05
N -0.258 0.096 -1.579 -2.02 0.88 1.33 -0.03
N -1.329 0.435 -1.781 1.17 -0.44 -0.89 0.24
C 1.748 0.796 -0.631 0.04 0.34 -0.04 -0.21
N 2.590 1.574 -0.522 0.04 -0.01 0.05 0.16
H -0.981 -0.590 1.704 -0.03 0.03 -0.08 0.06
H 0.064 0.919 1.774 0.30 -0.05 -0.37 0.06
H -1.604 2.153 0.419 -0.01 0.06 0.07 0.05
H -2.763 0.723 0.585 0.30 -0.05 -0.31 0.05
H 0.185 -2.251 -0.629 0.06 0.12 0.05 0.09
H 1.260 -1.695 0.669 -0.03 0.01 -0.20 0.08
H 1.905 -1.938 -0.965 -0.11 -0.05 0.07 0.08

=====

[3]
15
Properties=species:S:1:pos:R:3:forces:R:3:lowdin_charge:R:1 method="wB97M-V/def2-TZVPD" spin_multiplicity=1 fmax_ev_per_a=2.1 relative_energy_kcal_mol=80.89 mol_weight_g_mol=109.13 total_charge=0 e_tot_ev=-9765.8801
C -1.428 -0.182 0.182 -0.55 0.57 -1.05 -0.08
C -0.544 -0.348 -0.860 -0.24 -0.45 0.98 -0.43
N -0.598 -1.463 -1.654 -0.01 0.30 -0.05 0.12
C 0.643 0.468 -1.012 0.34 -0.29 -0.33 -0.06
C 1.012 1.373 -0.126 -0.13 0.22 0.25 -0.18
N 1.257 2.284 0.619 -0.09 0.23 -0.08 0.21
H -2.359 -0.732 0.156 0.05 -0.35 0.14 0.06
H -1.554 0.813 0.583 0.26 0.15 0.19 0.07
H -1.475 -1.955 -1.691 0.11 -0.01 -0.09 0.10
H -0.014 -1.507 -2.472 -0.09 -0.04 0.06 0.10
H 1.376 0.178 -1.752 0.06 0.10 -0.10 0.11
H 1.701 2.123 1.520 0.07 -0.20 -0.10 0.07
C 0.673 -0.496 2.245 -1.51 0.86 -1.21 -0.14
N 1.632 -0.091 2.733 0.14 -0.35 0.24 0.01
H -0.323 -0.464 1.528 1.58 -0.76 1.13 0.04

=====

[4]
15
Properties=species:S:1:pos:R:3:forces:R:3:lowdin_charge:R:1 method="wB97M-V/def2-TZVPD" spin_multiplicity=1 fmax_ev_per_a=6.9 relative_energy_kcal_mol=155.39 mol_weight_g_mol=109.13 total_charge=0 e_tot_ev=-9762.6492
C -0.675 1.352 -0.044 2.78 2.86 -1.78 -0.08
N -1.887 0.969 -0.008 0.40 3.17 -1.22 -0.03
N -2.178 -0.256 0.143 -0.37 -6.88 -0.84 -0.07
C -1.184 -1.267 -0.004 1.40 0.06 0.16 -0.16
N 0.095 -1.486 -0.001 -3.23 -0.42 0.71 0.12
C 0.949 -0.528 0.519 2.35 -1.52 1.98 -0.46
C 1.945 -0.024 -0.401 2.49 2.53 -4.11 -0.06
C 0.817 0.859 0.213 -2.43 1.86 1.82 -0.19
H -0.654 2.385 -0.441 0.10 -0.26 0.84 0.10
H -2.902 -0.881 -0.513 0.87 4.03 2.09 0.21
H -1.880 -1.975 -0.292 0.13 -3.41 -0.61 0.07
H 1.411 -0.589 1.507 -0.74 -1.37 0.15 0.15
H 3.067 0.393 -0.336 -2.71 -1.24 0.92 0.14
H 1.878 -0.318 -1.500 -0.58 0.28 1.61 0.12
H 1.198 1.365 1.159 -0.47 0.30 -1.73 0.14

=====

[5]
16
Properties=species:S:1:pos:R:3:forces:R:3:lowdin_charge:R:1 method="wB97M-V/def2-TZVPD" spin_multiplicity=1 fmax_ev_per_a=2.4 relative_energy_kcal_mol=60.60 mol_weight_g_mol=125.13 total_charge=0 e_tot_ev=-11813.7618
H 0.075 2.880 0.305 0.30 -0.87 -0.56 0.07
N 0.194 1.957 -0.170 -0.19 1.92 1.16 0.11
C -0.835 1.267 0.074 0.56 0.19 -1.01 -0.25
N -0.936 0.037 -0.521 -1.24 -2.03 -0.36 -0.13
C -2.108 -0.691 -0.346 0.67 -1.56 -0.95 -0.31
O -2.969 -0.407 0.428 -0.81 0.52 0.69 0.04
N -0.061 -0.455 -1.527 1.33 0.83 0.88 0.11
C 1.178 -0.473 -1.136 -1.73 -0.18 -0.96 -0.14
C 1.727 -0.369 0.203 0.72 0.68 -0.07 -0.19
C 1.195 -0.902 1.281 -1.05 -0.73 0.31 0.03
H -1.739 1.505 0.616 -0.01 0.22 0.31 0.13
H -2.159 -1.666 -0.939 0.38 1.21 0.29 0.15
H 1.871 -0.615 -1.954 0.13 -0.33 -0.06 0.11
H 2.665 0.172 0.253 0.10 -0.08 0.09 0.10
H 1.702 -0.830 2.244 -0.33 -0.12 -0.24 0.07
H 0.201 -1.410 1.187 1.16 0.33 0.47 0.09

=====

[6]
16
Properties=species:S:1:pos:R:3:forces:R:3:lowdin_charge:R:1 method="wB97M-V/def2-TZVPD" spin_multiplicity=1 fmax_ev_per_a=4.1 relative_energy_kcal_mol=47.88 mol_weight_g_mol=125.13 total_charge=0 e_tot_ev=-11814.3133
N 2.268 0.638 -0.829 -0.59 0.72 -0.18 0.00
C 2.259 -0.636 -0.202 1.46 -2.23 -0.35 -0.32
C 1.145 -0.795 0.817 -1.04 -0.51 0.26 -0.13
C -0.273 -0.557 0.340 0.14 -3.13 -0.79 -0.14
N -1.190 -1.442 -0.116 3.52 1.07 1.83 0.14
C -2.291 -0.631 -0.391 1.28 2.91 0.10 -0.12
N -2.080 0.642 -0.213 -3.36 0.82 -1.08 0.11
C -0.810 0.830 0.222 1.61 2.08 0.81 -0.41
O -0.181 1.882 0.441 -1.87 -2.75 -0.56 0.12
H 1.467 0.657 -1.479 0.68 0.17 0.19 0.08
H 1.960 1.233 -0.067 0.22 0.96 -0.37 0.05
H 2.225 -1.409 -1.003 -0.04 0.24 0.67 0.12
H 3.209 -0.847 0.414 -1.11 0.49 -1.11 0.14
H 1.444 -0.041 1.564 -0.77 -0.34 0.13 0.13
H 1.195 -1.801 1.224 0.04 -0.07 0.31 0.12
H -3.219 -0.974 -0.809 -0.17 -0.43 0.13 0.12

=====

[7]
16
Properties=species:S:1:pos:R:3:forces:R:3:lowdin_charge:R:1 method="wB97M-V/def2-TZVPD" spin_multiplicity=1 fmax_ev_per_a=3.0 relative_energy_kcal_mol=75.74 mol_weight_g_mol=125.13 total_charge=0 e_tot_ev=-11813.1052
C -0.653 -2.715 -0.634 -2.03 2.04 0.32 -0.06
N -1.464 -2.865 -1.573 0.25 0.69 -0.43 0.17
C -1.655 -1.624 -0.696 2.02 -1.66 -0.14 -0.26
O -1.259 -0.339 -1.132 0.43 -0.71 -1.19 0.04
C -0.350 0.253 -0.336 -1.16 1.31 0.05 -0.47
N -0.527 0.320 0.911 0.68 -0.32 1.21 0.13
C 0.663 1.005 1.411 0.06 0.74 0.87 -0.20
C 1.239 1.765 0.213 0.93 0.71 1.06 -0.18
N 0.693 1.009 -0.871 0.43 -2.49 1.26 0.08
H 0.152 -3.105 -0.074 0.77 -0.70 0.10 0.10
H -2.521 -1.659 -0.099 -0.84 0.31 0.55 0.12
H 1.359 0.297 1.752 1.16 -1.59 0.04 0.08
H 0.600 1.570 2.364 -0.92 0.30 -0.84 0.12
H 0.801 2.765 0.206 0.32 0.31 -0.05 0.11
H 2.374 1.814 0.225 -1.42 -0.01 -0.11 0.13
H 0.546 1.509 -1.669 -0.67 1.07 -2.70 0.10

=====

[8]
16
Properties=species:S:1:pos:R:3:forces:R:3:lowdin_charge:R:1 method="wB97M-V/def2-TZVPD" spin_multiplicity=1 fmax_ev_per_a=6.4 relative_energy_kcal_mol=133.85 mol_weight_g_mol=125.13 total_charge=0 e_tot_ev=-11810.5851
C -2.372 -0.003 0.125 -0.88 0.20 -0.18 -0.23
C -1.673 1.163 -0.369 1.45 -1.61 1.30 -0.01
C -0.333 0.653 -0.150 0.48 0.78 -1.56 -0.28
N -0.324 -0.740 -0.051 -4.51 4.49 0.87 -0.12
N -1.674 -1.083 0.301 3.45 -1.72 -0.61 0.07
O 0.742 -1.557 -0.026 2.17 1.33 -0.26 -0.01
C 1.899 -0.677 -0.390 -2.69 3.68 -0.93 -0.09
C 2.023 0.643 0.499 -1.15 0.24 -1.84 -0.16
N 0.881 1.455 -0.046 -2.29 1.75 3.22 -0.04
H -3.332 -0.287 0.569 -0.42 1.29 -0.96 0.11
H -2.003 2.145 -0.840 0.61 -1.57 1.32 0.11
H 2.674 -1.272 -0.382 3.96 -3.25 0.83 0.05
H 1.954 -0.281 -1.489 -1.22 -0.81 1.67 0.16
H 1.852 0.451 1.557 0.45 -0.22 0.05 0.11
H 2.894 1.349 0.282 -0.60 -1.76 0.45 0.13
H 0.582 2.249 0.800 1.19 -2.82 -3.36 0.21

=====

[9]
16
Properties=species:S:1:pos:R:3:forces:R:3:lowdin_charge:R:1 method="wB97M-V/def2-TZVPD" spin_multiplicity=1 fmax_ev_per_a=7.4 relative_energy_kcal_mol=97.02 mol_weight_g_mol=125.13 total_charge=0 e_tot_ev=-11812.1825
C -2.591 -0.140 1.002 0.69 -0.01 -0.65 -0.02
C -1.167 -0.171 0.440 -0.78 -1.51 0.11 -0.38
C -0.146 0.823 0.608 -0.04 0.45 -0.04 0.03
C 0.928 0.404 -0.157 -0.55 -0.55 0.35 -0.24
C 2.298 0.851 -0.486 1.04 2.87 0.97 -0.05
N 0.633 -0.899 -0.624 -6.44 1.60 3.39 -0.08
N 1.274 -1.476 -1.517 2.61 -2.41 -3.62 -0.09
O 0.853 -2.488 -2.074 -0.07 1.21 1.14 -0.01
N -0.849 -1.234 -0.232 2.74 0.72 -0.72 0.20
H -2.727 0.716 1.636 -0.01 0.36 0.45 0.06
H -3.290 -0.014 0.163 0.14 -0.29 0.27 0.09
H -2.803 -1.060 1.562 0.00 0.29 -0.30 0.09
H -0.457 1.653 1.314 1.44 -0.63 -1.37 0.13
H 2.609 1.517 0.398 0.02 -1.13 -1.24 0.11
H 2.948 0.003 -0.644 0.19 -0.11 0.36 0.06
H 2.488 1.515 -1.390 -0.98 -0.83 0.89 0.11

=====

[10]
16
Properties=species:S:1:pos:R:3:forces:R:3:lowdin_charge:R:1 method="wB97M-V/def2-TZVPD" spin_multiplicity=1 fmax_ev_per_a=6.3 relative_energy_kcal_mol=156.95 mol_weight_g_mol=125.13 total_charge=0 e_tot_ev=-11809.5837
C -0.915 -0.472 0.045 -0.14 -1.92 0.59 -0.34
C -0.300 1.929 0.012 0.93 -0.27 1.13 -0.53
C 1.153 1.596 0.029 3.00 -3.05 2.46 -0.08
C 1.545 0.068 -0.260 -2.46 1.61 1.75 -0.05
C 0.584 -0.886 -0.068 1.61 -0.18 -3.51 -0.08
H -1.990 -3.225 1.278 2.82 2.31 -3.94 0.20
H 0.010 -2.599 0.300 -5.47 -0.15 0.76 0.18
H -1.973 1.480 -0.834 2.05 -3.42 2.68 0.28
H 1.902 1.861 0.977 -2.49 -0.05 -2.36 0.19
H 1.450 2.119 -0.829 1.15 1.09 -1.01 0.09
H 2.614 -0.045 -0.457 -0.56 -0.56 -0.16 0.10
H 0.953 -1.895 -0.648 -0.98 2.27 1.66 0.14
N -1.379 -2.575 0.262 0.90 -4.64 4.17 -0.17
N -1.880 -1.335 0.359 3.44 2.83 -1.37 -0.08
N -1.166 0.871 -0.167 -3.03 4.79 -2.54 0.10
O -0.607 3.107 0.002 -0.78 -0.67 -0.32 0.06

=====

[11]
17
Properties=species:S:1:pos:R:3:forces:R:3:lowdin_charge:R:1 method="wB97M-V/def2-TZVPD" spin_multiplicity=1 fmax_ev_per_a=4.5 relative_energy_kcal_mol=58.11 mol_weight_g_mol=141.13 total_charge=0 e_tot_ev=-13861.6681
H -1.320 -1.748 1.005 -1.29 2.77 -1.05 0.13
N -1.547 -0.744 0.548 0.41 -1.24 1.05 0.14
C -0.376 -0.337 0.311 0.20 -4.45 0.31 -0.36
O 0.549 -1.435 0.742 0.36 2.36 -0.95 -0.05
C 0.116 0.728 -0.543 0.34 0.86 -0.13 -0.11
C 0.576 2.017 -0.158 -0.18 0.05 -0.25 -0.10
N 0.898 2.756 -1.200 0.01 0.29 0.30 0.03
N 0.660 1.974 -2.276 0.14 -0.05 -0.25 0.04
C 0.205 0.753 -1.939 0.06 0.37 1.07 -0.30
O -0.072 -0.211 -2.793 -0.28 -0.75 -0.40 -0.02
C 0.172 0.021 -4.176 0.01 0.09 -0.07 -0.05
H 1.366 -1.362 0.234 0.18 0.04 0.14 0.08
H 0.620 2.449 0.841 0.08 -0.26 -0.32 0.12
H 0.833 2.341 -3.204 -0.03 -0.14 0.38 0.15
H -0.128 -0.892 -4.696 0.07 0.25 0.14 0.10
H -0.432 0.865 -4.538 0.13 -0.18 0.02 0.10
H 1.241 0.210 -4.353 -0.22 -0.02 0.01 0.10

=====

[12]
17
Properties=species:S:1:pos:R:3:forces:R:3:lowdin_charge:R:1 method="wB97M-V/def2-TZVPD" spin_multiplicity=1 fmax_ev_per_a=6.6 relative_energy_kcal_mol=197.30 mol_weight_g_mol=141.13 total_charge=0 e_tot_ev=-13855.6325
C 0.250 -1.354 1.632 0.97 0.11 -0.39 -0.16
C -0.129 -1.598 0.408 -0.67 -0.84 -1.43 0.11
C 0.988 -0.063 1.795 1.24 -0.55 3.28 -0.21
C 0.061 1.433 0.192 -2.02 -0.64 -0.02 -0.19
C -0.186 0.553 -0.986 1.40 -1.56 0.76 -0.20
N 0.903 1.056 1.259 1.77 0.76 -0.34 0.04
N 0.711 0.489 -2.045 2.50 2.38 5.59 0.17
N -1.551 0.108 -1.078 0.88 -0.32 -1.24 -0.41
O -2.271 0.431 -0.166 -1.72 -0.15 0.32 0.04
O -1.881 -0.578 -2.045 0.16 0.19 -0.06 0.04
H 0.342 -2.077 2.476 -0.32 0.52 -0.75 0.11
H -0.489 -2.485 -0.192 0.22 1.25 0.81 0.09
H 1.757 -0.094 2.690 -1.44 -0.06 -1.62 0.13
H 0.169 2.435 -0.135 1.12 1.07 -0.36 0.11
H -0.924 1.474 0.641 -0.23 0.15 0.15 0.12
H 1.720 0.323 -1.671 -2.46 0.70 -0.98 0.17
H 0.532 -0.053 -2.774 -1.39 -2.99 -3.70 0.03

=====

Copy entry 12 word for word.
17
Properties=species:S:1:pos:R:3:forces:R:3:lowdin_charge:R:1 method="wB97M-V/def2-TZVPD" spin_multiplicity=1 fmax_ev_per_a=6.6 relative_energy_kcal_mol=197.30 mol_weight_g_mol=141.13 total_charge=0 e_tot_ev=-13855.6325
C 0.250 -1.354 1.632 0.97 0.11 -0.39 -0.16
C -0.129 -1.598 0.408 -0.67 -0.84 -1.43 0.11
C 0.988 -0.063 1.795 1.24 -0.55 3.28 -0.21
C 0.061 1.433 0.192 -2.02 -0.64 -0.02 -0.19
C -0.186 0.553 -0.986 1.40 -1.56 0.76 -0.20
N 0.903 1.056 1.259 1.77 0.76 -0.34 0.04
N 0.711 0.489 -2.045 2.50 2.38 5.59 0.17
N -1.551 0.108 -1.078 0.88 -0.32 -1.24 -0.41
O -2.271 0.431 -0.166 -1.72 -0.15 0.32 0.04
O -1.881 -0.578 -2.045 0.16 0.19 -0.06 0.04
H 0.342 -2.077 2.476 -0.32 0.52 -0.75 0.11
H -0.489 -2.485 -0.192 0.22 1.25 0.81 0.09
H 1.757 -0.094 2.690 -1.44 -0.06 -1.62 0.13
H 0.169 2.435 -0.135 1.12 1.07 -0.36 0.11
H -0.924 1.474 0.641 -0.23 0.15 0.15 0.12
H 1.720 0.323 -1.671 -2.46 0.70 -0.98 0.17
H 0.532 -0.053 -2.774 -1.39 -2.99 -3.70 0.03